Here is 2 unconnected molecules or ions with the total composition C4H9NO3P at a distorted geometry from the Open Molecules 2025 dataset. Energies are from ωB97M-V/def2-TZVPD.

```
18
Properties=species:S:1:pos:R:3
P -0.01176 -2.27664 -0.23171
O 0.89820 -2.83898 0.70113
O 2.21439 -0.49946 -0.04202
O 0.89239 1.30797 -0.14480
N -1.61998 0.17271 0.29709
C -2.27358 -0.27363 -0.90321
C -0.61648 -0.75484 0.71814
C 1.11754 0.18963 0.02369
C 3.30089 0.39452 -0.29971
H -0.20711 -0.73783 1.80268
H -2.69121 0.50661 -1.56023
H 4.20616 -0.30336 -0.26336
H 3.41415 1.11231 0.52926
H -1.45938 -0.80459 -1.44595
H 3.18674 0.67418 -1.34961
H -2.33207 0.26874 1.02656
H -0.96523 1.04148 0.33787
H -3.06768 -0.92700 -0.67616
```

Values from the calculation:
E_LUMO = -4.31 eV
Net charge = +1
HOMO = -13.706 eV
Frontier orbital gap = 9.395 eV
E = -21205.238 eV
ΔE to the lowest compared entry with this formula, charge and spin = 131.90 kcal/mol
2S+1 = 1